DFT (ωB97M-V with the def2-TZVPD basis set) results for a cluster of 6 separate species, C18H42F6N4O7P in total at a distorted geometry.

Its LUMO energy is 2.429 eV. As for the net charge: -1. The calculation puts the largest force on an atom at 3.64 eV/A. For the frontier orbital gap, the calculation gives 8.2 eV. For the HOMO energy, the calculation gives -5.81 eV.

Last column: Mulliken charge in e.
Cartesian coordinates (Å):
P (-11.2797, 0.7884, 22.2554)  1.43
F (-10.4094, -0.4596, 21.7141)  -0.42
F (-9.9828, 1.3852, 22.9660)  -0.33
F (-10.9078, 1.7171, 21.0012)  -0.36
F (-12.1878, 2.0976, 22.6342)  -0.42
F (-12.5478, 0.3073, 21.4199)  -0.39
F (-11.6764, -0.0987, 23.5706)  -0.40
C (-9.2312, 0.9927, 13.3321)  -0.53
O (-10.5889, 0.8315, 13.0648)  -0.36
C (-11.1473, -0.4470, 13.2948)  -0.65
C (-11.2596, -0.7337, 14.7609)  -0.27
O (-11.7871, 0.3851, 15.4904)  -0.29
C (-12.8486, 0.2684, 16.5170)  -0.81
C (-12.2072, -0.2388, 17.8201)  -0.03
O (-11.7865, -1.6097, 17.6246)  -0.36
C (-11.4179, -2.1928, 18.9216)  -0.58
H (-9.1043, 0.9267, 14.4127)  0.15
H (-8.8733, 1.9576, 12.9730)  0.23
H (-8.6800, 0.2314, 12.7800)  0.30
H (-10.6653, -1.2680, 12.7641)  0.39
H (-12.1388, -0.5022, 12.8454)  0.33
H (-10.2989, -0.9035, 15.2470)  0.25
H (-11.9156, -1.5926, 14.9026)  0.31
H (-13.7015, -0.3301, 16.1967)  0.33
H (-13.0544, 1.3119, 16.7554)  0.34
H (-12.9511, -0.0242, 18.5874)  0.35
H (-11.3347, 0.3154, 18.1659)  0.18
H (-10.9247, -3.0750, 18.5136)  0.34
H (-12.1978, -2.5621, 19.5876)  0.27
H (-10.6155, -1.7011, 19.4716)  0.07
C (-10.9188, 4.5565, 20.9404)  0.28
O (-9.7884, 4.8753, 20.5719)  -0.70
N (-12.0121, 4.9182, 20.2595)  0.19
C (-13.3640, 4.7124, 20.8522)  -0.64
C (-11.8960, 5.4708, 18.9476)  -0.94
H (-11.1255, 4.0072, 21.8719)  0.23
H (-13.4039, 3.6685, 20.5411)  0.37
H (-14.1708, 5.3109, 20.4291)  0.31
H (-13.5255, 4.8241, 21.9244)  -0.05
H (-12.4655, 6.3983, 19.0060)  0.34
H (-10.8812, 5.7083, 18.6285)  0.32
H (-12.1943, 4.7542, 18.1823)  0.23
C (-13.4189, 5.0357, 24.9041)  0.69
O (-13.4926, 6.1592, 24.4499)  -0.66
N (-14.0378, 4.8424, 26.0571)  0.05
C (-14.2462, 3.5346, 26.6544)  -0.97
C (-14.5768, 5.8626, 26.9448)  -0.99
H (-12.9768, 4.2465, 24.2764)  0.00
H (-13.7816, 3.4659, 27.6381)  0.33
H (-13.7506, 2.7629, 26.0654)  0.27
H (-15.3096, 3.4140, 26.8610)  0.31
H (-15.6340, 5.8400, 27.2093)  0.35
H (-14.1558, 5.7521, 27.9441)  0.33
H (-14.4844, 6.9097, 26.6564)  0.32
C (-7.5638, 2.0766, 20.4454)  0.79
O (-7.3822, 3.2509, 20.4210)  -0.64
N (-7.4205, 1.3616, 19.3357)  0.16
C (-7.6374, -0.0698, 19.4526)  -0.67
C (-6.7318, 1.8544, 18.1640)  -0.90
H (-8.0376, 1.4309, 21.2010)  -0.18
H (-8.1923, -0.2874, 20.3652)  0.10
H (-6.7217, -0.6601, 19.4861)  0.33
H (-8.2126, -0.4913, 18.6282)  0.19
H (-6.9152, 2.9193, 18.0213)  0.31
H (-5.6921, 1.5795, 17.9863)  0.29
H (-7.2984, 1.3674, 17.3704)  0.21
C (-7.4288, 0.0997, 24.1788)  0.06
O (-6.4062, -0.0735, 23.5629)  -0.63
N (-7.5699, 1.2008, 25.0068)  0.16
C (-8.8364, 1.5903, 25.6373)  -0.93
C (-6.4638, 2.1449, 25.2577)  -1.00
H (-8.3229, -0.5417, 24.1418)  0.40
H (-8.9886, 1.6913, 26.7119)  0.33
H (-9.5884, 0.8234, 25.4514)  0.20
H (-9.1012, 2.5169, 25.1280)  0.35
H (-5.5179, 2.2167, 24.7208)  0.31
H (-6.7661, 3.1880, 25.1651)  0.33
H (-6.4202, 2.0513, 26.3428)  0.37



DFT (ωB97M-V with the def2-TZVPD basis set) results for a structure of composition C18H42FeN3O2P2 at a distorted geometry.

Its LUMO energy (spin up / spin down) is -2.321 / -4.104 eV. As for the net charge: +1. The calculation puts the largest force on an atom at 10.38 eV/A. The multiplicity is 5. For the frontier orbital gap (spin up / spin down), the calculation gives 6.1 / 7.7 eV. For the HOMO energy (spin up / spin down), the calculation gives -8.42 / -11.82 eV.

Last column: Löwdin spin population.
Cartesian coordinates (Å):
Fe (0.2384, 0.0287, -0.7250)  3.25
P (0.0766, -2.1957, -0.8461)  0.07
P (0.0800, 2.2545, -0.6264)  0.10
N (0.0267, 0.1050, -2.6191)  0.11
C (0.1276, -2.4691, -2.6565)  0.01
H (0.9418, -3.1613, -2.9858)  0.00
H (-0.8197, -2.9090, -3.0228)  0.00
C (0.3462, -1.1202, -3.3934)  0.02
H (1.3909, -1.0185, -3.6626)  0.00
H (-0.1317, -1.0757, -4.3639)  0.00
C (0.3392, 1.4205, -3.2610)  0.02
H (-0.1485, 1.4756, -4.2249)  0.00
H (1.3847, 1.3347, -3.5430)  0.00
C (0.1173, 2.6859, -2.4013)  0.01
H (-0.8426, 3.1398, -2.6920)  0.00
H (0.9099, 3.4202, -2.6689)  0.00
C (1.4823, 3.2052, 0.0833)  0.01
C (1.6629, 2.8668, 1.5660)  0.00
H (2.6501, 3.2450, 1.8718)  0.00
H (1.6646, 1.7816, 1.7417)  0.00
H (0.8926, 3.3379, 2.1976)  0.00
C (-1.5587, 2.8806, -0.0747)  0.02
C (-1.6618, 2.8831, 1.4418)  0.00
H (-2.7065, 3.0497, 1.7238)  0.00
H (-1.0743, 3.6979, 1.8759)  0.00
H (-1.3558, 1.9341, 1.8947)  0.00
C (-1.5567, -2.9036, -0.3608)  0.02
C (-1.6611, -3.0709, 1.1499)  0.00
H (-2.7042, -3.2666, 1.4184)  0.00
H (-1.3505, -2.1805, 1.7060)  0.00
H (-1.0722, -3.9285, 1.4869)  0.00
C (1.4839, -3.2255, -0.2122)  0.01
C (1.6390, -3.0315, 1.3012)  0.00
H (2.6524, -3.3588, 1.5800)  0.00
H (0.9082, -3.6366, 1.8623)  0.00
H (1.5458, -1.9789, 1.6090)  0.00
C (1.8593, 0.0855, -0.0293)  0.06
O (2.9892, -0.0547, 0.3615)  0.04
C (-1.9276, 4.2398, -0.6851)  0.01
H (-1.2149, 5.0201, -0.3953)  0.00
H (-1.9857, 4.2146, -1.7771)  0.00
H (-2.9197, 4.5275, -0.3180)  0.00
C (-1.9240, -4.1913, -1.1146)  0.00
H (-2.9177, -4.5109, -0.7782)  0.00
H (-1.9846, -4.0422, -2.1968)  0.00
H (-1.2112, -5.0007, -0.9167)  0.00
C (1.3790, -4.7055, -0.6056)  0.00
H (2.3687, -5.1466, -0.4157)  0.00
H (0.6374, -5.2526, -0.0003)  0.00
H (1.1559, -4.8260, -1.6765)  0.00
C (1.3665, 4.7136, -0.1627)  0.01
H (0.6277, 5.1922, 0.5005)  0.00
H (2.3575, 5.1297, 0.0663)  0.00
H (1.1380, 4.9356, -1.2157)  0.00
H (2.3951, 2.8681, -0.4446)  0.00
H (2.3997, -2.8335, -0.6957)  0.00
H (-2.2559, 2.1210, -0.4634)  0.01
H (-2.2708, -2.1234, -0.6685)  0.01
H (-1.0445, 0.0339, -2.5309)  0.04
H (-1.3947, 0.1081, -1.0691)  0.13
N (0.9544, -0.0365, 4.4425)  0.00
C (-0.2442, -0.0685, 3.8201)  0.00
N (-1.2791, 0.1796, 4.7014)  0.00
O (-0.4134, -0.1847, 2.5713)  0.02
H (0.8942, -0.2232, 5.4838)  0.00
H (1.7843, -0.3188, 3.9676)  0.00
H (-2.1975, -0.0431, 4.3997)  0.00
H (-1.0381, -0.0230, 5.6755)  0.00



DFT (ωB97M-V with the def2-TZVPD basis set) results for a structure of composition C18H42HgN7O9.

Its LUMO energy is -1.665 eV. As for the net charge: +1. The calculation puts the largest force on an atom at 0.83 eV/A. For the frontier orbital gap, the calculation gives 9.3 eV. For the HOMO energy, the calculation gives -10.95 eV.

Last column: Mulliken charge in e.
Cartesian coordinates (Å):
Hg (-0.2821, 0.2126, 0.4177)  3.86
N (-1.4214, 0.7903, 3.0149)  0.95
O (-1.2570, -0.3952, 2.5663)  -0.52
O (-0.7840, 1.7142, 2.4479)  -0.61
O (-2.1664, 1.0024, 3.9400)  -0.69
C (0.1618, 4.3665, -1.8670)  -1.41
C (-0.2419, 2.9245, -1.9743)  0.54
O (-0.1897, 2.1865, -1.0000)  -0.66
N (-0.6231, 2.5108, -3.1994)  -0.18
C (-0.9816, 1.1373, -3.5146)  -0.64
H (-0.2912, 4.9972, -2.6309)  0.49
H (1.2466, 4.4640, -1.8691)  0.25
H (-0.1748, 4.7422, -0.8985)  0.30
H (-0.7364, 3.2137, -3.9087)  0.22
H (-0.8607, 0.5070, -2.6421)  -0.04
H (-0.3424, 0.7677, -4.3177)  0.35
H (-2.0169, 1.0891, -3.8570)  0.37
C (-3.5136, -1.4165, -2.0018)  -1.02
C (-2.6130, -1.9956, -0.9504)  0.56
O (-1.4941, -1.5592, -0.7057)  -0.56
N (-3.1146, -3.0557, -0.2769)  -0.13
C (-2.4609, -3.6128, 0.8864)  -0.62
H (-4.5443, -1.4396, -1.6470)  0.46
H (-3.4261, -1.9812, -2.9288)  0.40
H (-3.2200, -0.3897, -2.1877)  -0.23
H (-4.0772, -3.2996, -0.4326)  0.27
H (-3.1373, -3.6320, 1.7359)  0.36
H (-1.6384, -2.9490, 1.1651)  0.00
H (-2.0156, -4.5784, 0.6495)  0.31
C (-4.1238, 2.4847, -0.7903)  -1.30
C (-3.7244, 1.3588, 0.1251)  0.47
O (-2.5630, 0.9731, 0.2076)  -0.39
N (-4.7123, 0.7887, 0.8397)  -0.18
C (-4.4960, -0.2690, 1.8178)  -0.50
H (-3.3322, 3.2258, -0.8142)  0.20
H (-5.0696, 2.9321, -0.4890)  0.49
H (-4.2829, 2.0781, -1.7931)  0.24
H (-5.6352, 1.1837, 0.7926)  0.21
H (-4.6464, 0.1010, 2.8314)  0.31
H (-3.4643, -0.6150, 1.7747)  -0.10
H (-5.1466, -1.1193, 1.6090)  0.34
C (1.8573, 3.4428, 1.8500)  -1.05
C (2.4175, 2.0675, 1.6389)  0.50
O (1.7790, 1.1641, 1.1140)  -0.53
N (3.6877, 1.8509, 2.0201)  -0.18
C (4.2907, 0.5411, 1.8973)  -0.68
H (2.4329, 4.0141, 2.5752)  0.45
H (0.8249, 3.3510, 2.1808)  0.15
H (1.8227, 3.9570, 0.8873)  0.13
H (4.2272, 2.5840, 2.4419)  0.25
H (4.3178, 0.2273, 0.8484)  0.15
H (3.6885, -0.2196, 2.3982)  0.06
H (5.2959, 0.5728, 2.3015)  0.42
C (1.6383, -4.0252, 0.7244)  -1.62
C (1.5197, -2.7687, 1.5170)  0.66
O (0.8325, -1.8257, 1.1312)  -0.91
N (2.2032, -2.6941, 2.6740)  -0.12
C (3.1074, -3.6862, 3.1999)  -1.07
H (2.5909, -4.0641, 0.1901)  0.37
H (0.8529, -4.0496, -0.0275)  0.28
H (1.5513, -4.9237, 1.3369)  0.48
H (2.0602, -1.8292, 3.1741)  0.34
H (2.6505, -4.6701, 3.2639)  0.32
H (3.4172, -3.3788, 4.1969)  0.38
H (4.0340, -3.7422, 2.6195)  0.33
C (2.5510, -1.9505, -2.4991)  -1.37
C (2.3450, -0.5526, -2.0068)  0.61
O (1.3063, -0.2294, -1.4497)  -0.50
N (3.3567, 0.3209, -2.2173)  -0.16
C (3.2599, 1.7345, -1.9125)  -0.51
H (1.8990, -2.6058, -1.9262)  0.09
H (3.5831, -2.2967, -2.4679)  0.45
H (2.2167, -2.0383, -3.5381)  0.35
H (4.1329, 0.0063, -2.7738)  0.23
H (2.2893, 1.9219, -1.4589)  -0.13
H (3.3404, 2.3244, -2.8260)  0.35
H (4.0325, 2.0260, -1.2017)  0.34